No. 1
# C28H47FN6O7S

A 5-piece molecular cluster, C28H47FN6O7S overall (wB97M-V/def2-TZVPD, OMol25).

Structure (XYZ):
```
90
Properties=species:S:1:pos:R:3:forces:R:3
C 6.2358 -0.7462 3.4617 -5.802 1.200 -1.880
C 5.0379 -0.3281 3.1419 4.588 -2.145 1.540
C 3.4945 -0.0046 2.8173 0.591 -0.157 -0.727
C 3.2950 0.8767 1.4853 -0.741 2.983 -0.727
C 3.4909 0.2247 0.0550 -1.284 4.952 -0.922
C 3.2349 1.1435 -1.2206 0.729 -1.403 2.398
C 3.4112 0.3690 -2.6559 -1.827 1.248 1.131
O 2.9995 -1.0040 -2.4386 -0.365 0.782 -0.457
C 1.5601 -1.1290 -2.3223 -1.405 -0.231 0.741
C 1.0587 -2.6855 -2.1772 0.944 1.410 -1.332
O -0.3579 -2.5990 -1.8317 1.804 -0.766 1.321
C -0.5744 -2.7261 -0.4026 -2.047 0.545 0.449
C -0.9199 -1.3050 0.3319 0.349 -1.211 1.395
O -2.0659 -0.6286 -0.2453 1.680 0.801 0.280
C -2.0082 0.8100 -0.0570 -0.771 1.281 0.072
C -2.0191 1.3020 1.4803 0.474 0.726 0.098
C 2.8081 2.6655 -1.1366 0.487 -1.667 0.822
N 2.5578 3.5323 -2.2850 0.037 -0.403 6.440
S 2.1118 4.9951 -1.4604 0.794 -2.656 1.652
N 2.2032 4.6491 0.2341 1.330 -4.136 -2.531
C 2.6355 3.2461 0.3328 -0.720 1.628 -1.121
C 2.8622 2.3916 1.6654 0.709 -2.686 -2.550
F 2.6459 2.9829 2.9661 0.598 -1.591 -3.563
H 7.2188 -1.3319 3.6320 -2.261 1.648 -0.284
H 2.9548 -1.0213 2.6356 1.104 1.732 0.380
H 2.9384 0.5316 3.6659 1.232 -0.844 -1.097
H 3.8105 -0.8885 -0.0410 -0.715 2.349 0.084
H 2.6266 0.8587 -3.3610 1.553 -0.612 0.890
H 4.4729 0.4882 -3.0812 -1.679 -0.611 0.789
H 1.0166 -0.6389 -3.2243 0.976 -0.896 1.250
H 1.1196 -0.5945 -1.3813 1.135 -0.682 -1.539
H 1.2015 -3.1499 -3.2260 -0.571 0.477 1.935
H 1.6902 -3.2875 -1.4292 -1.042 0.980 -1.058
H 0.2490 -3.2897 0.1672 -0.942 1.058 -0.954
H -1.5446 -3.3641 -0.2784 1.663 1.087 -0.295
H -1.2336 -1.6086 1.4172 0.710 0.400 -1.685
H 0.0065 -0.6282 0.4599 -1.411 -0.851 -0.566
H -2.9744 1.2445 -0.5433 1.813 -0.935 0.785
H -1.1343 1.3247 -0.6294 -1.144 -1.273 0.998
H -3.0773 1.5089 1.8863 1.589 -0.439 -0.774
H -1.4258 2.3061 1.5150 -1.133 -1.714 0.034
H -1.4989 0.5973 2.2222 -0.715 0.910 -1.297
C 2.5775 -7.1859 -6.1575 0.142 0.225 -0.002
N 2.8602 -6.1017 -5.2397 -0.482 -0.176 0.813
C 3.7348 -5.0282 -5.6693 -0.035 0.142 0.288
C 2.3286 -6.0587 -3.9812 0.269 0.064 -0.426
O 2.5259 -5.1777 -3.1628 0.123 -0.234 -0.397
H 3.5164 -7.6761 -6.4281 -0.144 -0.112 -0.116
H 2.1054 -6.7776 -7.0549 0.010 -0.212 -0.049
H 1.9087 -7.9194 -5.7034 0.077 0.134 0.016
H 4.5935 -4.9751 -4.9951 -0.012 0.149 -0.132
H 3.1904 -4.0815 -5.6186 0.199 0.020 -0.046
H 4.0792 -5.1995 -6.6904 -0.106 -0.066 0.137
H 1.6797 -6.9208 -3.7567 0.016 -0.042 -0.095
C 7.5196 3.5372 5.6058 0.240 -0.143 -0.040
N 8.0588 2.2272 5.9067 -0.664 -0.473 0.391
C 9.4443 1.9481 5.5860 -0.072 -0.286 0.130
C 7.3020 1.2455 6.4836 0.333 0.161 -0.196
O 7.6927 0.1257 6.7619 0.119 0.401 -0.188
H 7.6037 3.7177 4.5309 -0.100 0.182 0.066
H 8.0940 4.2915 6.1502 -0.138 0.129 -0.103
H 6.4704 3.6057 5.8991 0.126 -0.092 -0.017
H 9.4878 1.1051 4.8915 0.176 0.063 0.055
H 9.9754 1.6756 6.5019 0.108 -0.023 -0.167
H 9.9167 2.8216 5.1336 -0.156 -0.068 0.065
H 6.2657 1.5616 6.6853 0.016 0.102 -0.049
C -4.9630 -0.4508 -0.8396 -0.409 -0.044 0.007
N -6.3286 -0.3261 -0.3711 -0.049 0.010 0.942
C -7.3961 -0.1996 -1.3437 -0.215 0.007 0.274
C -6.6418 -0.3239 0.9588 0.004 0.018 -0.632
O -7.7665 -0.2228 1.4181 0.157 0.044 -0.275
H -4.7081 0.4346 -1.4278 0.120 -0.146 -0.066
H -4.8830 -1.3428 -1.4662 0.236 0.089 -0.002
H -4.2683 -0.5375 -0.0040 -0.222 -0.063 -0.128
H -7.9254 0.7418 -1.1738 -0.091 -0.098 -0.157
H -8.0997 -1.0260 -1.2119 -0.061 0.135 -0.131
H -6.9946 -0.2174 -2.3581 0.043 0.006 0.185
H -5.7586 -0.4251 1.6106 0.086 -0.012 -0.084
C -9.3361 3.6643 1.3520 -0.231 -0.148 -0.098
N -9.6716 3.7254 -0.0559 0.777 0.390 -0.470
C -10.9730 3.2561 -0.4882 0.087 0.080 -0.292
C -8.7995 4.2114 -0.9895 -0.461 -0.210 0.205
O -9.0187 4.2899 -2.1854 -0.112 -0.122 0.364
H -9.3878 2.6238 1.6835 0.090 0.098 0.174
H -10.0558 4.2650 1.9147 0.123 -0.053 0.150
H -8.3303 4.0482 1.5324 -0.107 -0.034 -0.107
H -10.8395 2.4445 -1.2080 -0.189 0.052 0.030
H -11.5038 4.0762 -0.9790 -0.087 -0.171 -0.013
H -11.5544 2.8998 0.3636 0.173 0.062 -0.054
H -7.8413 4.5406 -0.5552 -0.019 -0.024 0.116
```
Positions in Å, forces in eV/Å.

Calculated values
HOMO: -8.6614 eV
SMILES: C#CCc1cc(COCCOCCOCC)c2nsnc2c1F.CN(C)C=O.CN(C)C=O.CN(C)C=O.CN(C)C=O
HOMO-LUMO gap: 7.02 eV
energy relative to the best compared isomer or geometry (same formula, charge and spin): 219.2 kcal per mole

Results of the Löwdin charge analysis, in e, for atoms 1 through 6:
1. C 0.06
2. C -0.10
3. C -0.17
4. C -0.11
5. C 0.06
6. C -0.05



No. 2
# C29H58Cl2F3N4O14P

A 5-piece molecular cluster, C29H58Cl2F3N4O14P overall (wB97M-V/def2-TZVPD, OMol25).

Structure (XYZ):
```
111
Properties=species:S:1:pos:R:3:forces:R:3
C -2.5288 3.0703 4.1188 -0.029 -0.082 -0.002
N -3.2946 3.8306 3.1278 -0.085 -0.013 0.086
C -4.3426 3.1042 2.4351 -0.024 -0.032 -0.152
C -5.4778 2.5079 3.2898 0.020 -0.149 0.065
N -6.4150 1.7586 2.4326 -0.128 -0.026 -0.043
C -6.3594 0.3748 2.4515 0.325 0.252 -0.126
Cl -4.8743 -0.3075 1.8297 0.079 0.015 0.079
C -7.3139 -0.4762 2.8048 -0.271 -0.269 -0.009
C -7.2719 -1.9679 2.6603 -0.030 -0.079 0.026
Cl -8.7872 0.1969 3.4464 -0.096 -0.035 0.037
C -6.2340 3.5678 4.0862 0.136 0.101 0.319
C -6.9224 4.6325 3.2018 0.032 0.013 -0.174
C -8.3604 5.0457 3.5443 -0.026 0.036 0.059
C -9.4563 4.1324 2.9548 0.030 0.006 -0.087
C -10.3293 3.4113 3.9717 -0.003 0.097 0.051
N -11.5312 2.8892 3.3076 0.122 -0.239 -0.073
O -7.1471 2.8927 4.9705 -0.008 0.070 0.031
C -7.0732 3.2900 6.3352 0.256 0.212 -0.003
P -5.4667 2.6190 7.0800 -0.275 -0.106 0.174
N -5.5511 3.1475 8.6859 0.182 0.402 -0.495
O -5.9133 1.0419 7.2694 -0.161 -0.032 -0.230
C -8.3953 2.8712 6.9931 0.223 0.054 -0.107
F -8.2616 2.5223 8.2774 0.245 -0.012 0.412
F -9.2681 3.8896 6.9866 -0.301 0.383 -0.133
F -8.9673 1.8521 6.3730 -0.094 -0.539 -0.089
H -2.7423 2.0009 4.0144 0.055 0.124 0.029
H -2.7726 3.3516 5.1478 -0.017 -0.073 -0.034
H -1.4509 3.2008 3.9725 -0.124 0.037 0.012
H -3.6463 4.6928 3.5221 0.087 -0.021 -0.065
H -3.8800 2.2721 1.8953 -0.080 0.096 0.023
H -4.7852 3.7535 1.6709 0.076 -0.057 0.102
H -5.0430 1.8058 4.0168 -0.030 0.157 -0.006
H -7.3767 2.0558 2.5529 0.090 0.010 0.060
H -6.6031 -2.4087 3.4065 -0.061 0.009 -0.096
H -8.2671 -2.3892 2.8038 0.093 0.057 -0.014
H -6.9127 -2.2581 1.6692 -0.012 0.049 0.124
H -5.4790 4.0678 4.7048 -0.087 -0.034 -0.022
H -6.2795 5.5204 3.2233 -0.090 -0.082 -0.044
H -6.9237 4.2950 2.1581 0.042 0.045 0.109
H -8.4926 6.0505 3.1302 -0.018 -0.094 0.103
H -8.5020 5.1469 4.6265 0.061 -0.038 -0.100
H -8.9953 3.3847 2.2921 -0.098 0.080 0.026
H -10.1205 4.7269 2.3162 0.072 -0.069 0.065
H -9.7445 2.6329 4.4726 -0.083 0.188 -0.145
H -10.6458 4.1285 4.7383 0.011 -0.088 -0.062
H -11.2658 2.4665 2.4218 -0.024 0.022 0.047
H -11.9369 2.1347 3.8531 -0.026 0.148 0.009
H -7.0369 4.3881 6.4345 0.045 -0.153 -0.089
H -4.7715 3.7508 8.9161 -0.066 -0.160 0.086
H -6.4155 3.5283 9.0437 -0.039 -0.255 0.122
H -6.1468 0.6383 6.4177 0.105 0.057 0.184
C -1.1526 1.3551 1.3881 0.042 0.080 -0.035
C -1.6296 0.8824 0.0336 -0.077 -0.157 0.061
O -1.3044 1.8238 -1.0073 0.052 0.055 -0.018
C -0.0389 1.8125 -1.4125 0.010 -0.036 -0.057
O 0.8285 1.0658 -1.0325 -0.044 0.022 -0.010
O 0.1144 2.7637 -2.3376 -0.022 0.000 0.094
C 1.4521 2.8981 -2.8251 0.020 0.012 -0.098
H -1.5451 2.3480 1.6110 -0.028 -0.008 -0.010
H -1.4989 0.6621 2.1568 -0.008 0.004 0.003
H -0.0645 1.3916 1.4236 -0.004 -0.033 -0.001
H -2.7155 0.8077 -0.0038 0.022 0.060 -0.011
H -1.2060 -0.0900 -0.2177 0.042 0.030 -0.031
H 1.8382 1.9307 -3.1338 0.050 0.018 -0.004
H 2.1040 3.3152 -2.0590 -0.036 -0.019 0.040
H 1.3917 3.5733 -3.6733 -0.016 0.000 0.012
C 0.5639 -0.2450 -5.1065 0.019 -0.072 -0.046
C 1.9646 -0.4114 -4.5604 -0.040 0.057 0.183
O 2.6430 -1.5479 -5.1336 -0.016 -0.009 -0.145
C 3.1001 -1.3619 -6.3720 0.020 0.111 -0.067
O 3.0169 -0.3457 -7.0135 -0.011 -0.042 0.020
O 3.6849 -2.4881 -6.7824 -0.142 0.034 -0.019
C 4.1536 -2.4535 -8.1369 0.087 -0.049 0.041
H -0.0110 -1.1591 -4.9550 -0.014 0.017 0.021
H 0.0605 0.5680 -4.5807 -0.002 0.003 0.010
H 0.5822 -0.0094 -6.1689 0.009 0.018 0.006
H 1.9398 -0.6251 -3.4930 0.039 -0.012 -0.007
H 2.5710 0.4783 -4.7288 0.001 -0.017 -0.068
H 4.8091 -1.6000 -8.2934 -0.006 0.006 -0.003
H 3.3121 -2.3992 -8.8251 -0.003 0.025 0.003
H 4.6980 -3.3825 -8.2748 -0.008 0.005 -0.014
C 5.3919 -3.1509 -4.0529 0.145 -0.116 0.201
C 6.1004 -1.8254 -4.1883 -0.110 0.142 -0.113
O 7.2754 -1.7390 -3.3582 0.061 -0.078 0.017
C 8.3534 -2.3565 -3.8361 0.013 -0.017 -0.006
O 8.4423 -2.9162 -4.9002 -0.006 0.023 0.043
O 9.3325 -2.2448 -2.9372 -0.052 0.018 -0.018
C 10.5565 -2.8864 -3.3100 0.074 -0.035 0.011
H 5.1428 -3.3463 -3.0085 -0.019 0.042 -0.007
H 4.4744 -3.1194 -4.6318 -0.021 -0.095 0.023
H 6.0146 -3.9685 -4.4156 0.004 0.039 -0.051
H 5.4702 -1.0089 -3.8384 0.017 -0.009 0.021
H 6.3853 -1.6277 -5.2222 0.014 -0.038 0.007
H 10.8926 -2.5337 -4.2833 -0.007 -0.006 -0.007
H 10.4325 -3.9671 -3.3427 -0.012 0.005 -0.022
H 11.2732 -2.6188 -2.5396 -0.010 -0.005 0.002
C 13.6799 -8.7825 -2.2495 0.012 0.070 0.019
C 12.5459 -8.3418 -3.1469 -0.077 -0.096 -0.029
O 12.4779 -6.9069 -3.2611 0.065 0.061 -0.006
C 13.3610 -6.3591 -4.0936 -0.010 -0.012 -0.009
O 14.1663 -6.9464 -4.7695 -0.025 0.026 0.041
O 13.1970 -5.0349 -4.0591 -0.012 0.009 0.024
C 14.1036 -4.3009 -4.8897 -0.031 0.013 -0.016
H 13.5924 -8.3150 -1.2683 -0.003 -0.020 0.003
H 13.6429 -9.8646 -2.1202 0.002 -0.007 0.001
H 14.6437 -8.5203 -2.6828 -0.007 -0.009 -0.013
H 11.5805 -8.6160 -2.7266 0.005 0.009 -0.002
H 12.6320 -8.7718 -4.1442 0.033 0.017 0.004
H 14.0720 -4.6708 -5.9120 0.002 -0.001 0.000
H 15.1192 -4.3816 -4.5058 0.002 -0.020 -0.010
H 13.7650 -3.2701 -4.8468 0.015 0.000 0.001
```
Positions in Å, forces in eV/Å.

Calculated values
HOMO: -8.6145 eV
SMILES: CNC[C@H](N/C(Cl)=C(/C)Cl)[C@@H](CCCCN)O[C@H](P(N)O)C(F)(F)F.CCOC(=O)OC.CCOC(=O)OC.CCOC(=O)OC.CCOC(=O)OC
HOMO-LUMO gap: 9.09 eV

Results of the Löwdin charge analysis, in e, for atoms 1 through 6:
1. C -0.13
2. N -0.10
3. C -0.20
4. C -0.28
5. N 0.01
6. C -0.73



No. 3
# C4H32N3O9

A 10-piece molecular cluster, C4H32N3O9 overall (wB97M-V/def2-TZVPD, OMol25).

Structure (XYZ):
```
48
Properties=species:S:1:pos:R:3:forces:R:3
N -0.6211 1.1255 -0.3164 3.352 3.802 1.891
C -1.1480 1.2400 1.1008 -3.044 1.467 -2.522
C -2.5419 0.6336 0.9968 0.464 0.196 3.390
N -2.2836 -0.7810 0.7858 -0.543 1.646 -1.482
C -2.8316 -1.6697 1.7668 4.494 -1.493 0.040
C -1.5916 -2.2482 2.7041 1.038 2.437 -1.708
N -0.9878 -3.3471 1.9645 2.340 -0.332 1.226
H -0.6915 0.2656 -0.7740 0.056 -2.147 -0.662
H 0.4040 1.4274 -0.0973 -1.668 -0.624 -1.264
H -0.9656 1.8456 -0.9732 0.177 -0.091 0.340
H -1.3413 2.2807 1.2656 0.600 0.933 -0.032
H -0.4212 0.9280 1.7811 0.678 -1.137 1.066
H -3.0924 1.1470 0.1709 0.113 -0.363 0.726
H -3.0506 0.9004 2.1018 0.889 -1.021 -3.113
H -2.1150 -0.9136 -0.2270 -0.905 -1.097 1.376
H -3.4558 -1.0611 2.3255 -1.839 0.186 1.252
H -3.1800 -2.5668 1.2890 -1.145 -0.301 0.087
H -1.8871 -2.6164 3.6594 -0.596 0.306 0.970
H -0.6666 -1.4543 2.7954 -2.751 -1.504 0.091
H -1.6558 -4.0437 1.7698 -1.132 -1.175 -0.013
H -0.3133 -3.8061 2.6600 -1.004 0.683 -1.750
H 1.5860 3.6503 1.5082 -0.043 -0.332 -0.185
H 2.1867 2.4867 0.5839 -1.047 0.412 1.399
O 1.4654 2.7183 1.2750 0.837 -0.205 -0.934
H -0.9983 1.7102 4.4503 -2.428 0.987 0.644
H 0.3712 2.0589 4.0232 0.304 -0.016 -0.038
O -0.1805 1.3211 4.2964 2.132 -0.976 -0.666
H 3.0941 2.5203 -1.2575 0.180 -0.413 -1.049
H 3.1274 0.9763 -0.7915 0.444 -3.417 -1.614
O 3.0955 1.8546 -0.5795 -0.261 3.585 2.317
H 3.9163 -1.3253 0.1525 1.847 -0.468 3.229
H 3.9074 -1.7990 -1.2757 -0.173 0.544 0.656
O 3.4650 -1.2209 -0.6244 -1.653 0.144 -3.684
H 1.0842 2.8314 -2.6634 0.064 -0.243 -0.499
H -0.1778 3.7409 -2.9861 0.799 -0.712 0.855
O 0.2777 3.2037 -2.2928 -1.602 1.117 0.004
H -0.3232 -0.6716 -3.3772 -1.093 -1.144 0.767
H -1.1521 -1.7976 -2.3287 0.633 2.175 -1.591
O -1.1631 -0.9398 -2.9252 0.436 -0.505 0.811
H -1.3240 -2.8693 -0.0430 1.322 0.138 -1.297
H -0.2904 -3.2743 -1.1682 1.074 -1.325 0.023
O -0.9517 -2.6511 -0.9563 -1.783 0.664 1.434
H 1.9080 1.5770 -4.3196 0.321 0.506 1.185
H 2.2310 0.7718 -3.0787 0.260 1.263 -0.404
O 2.1004 1.7179 -3.3544 0.197 -1.810 -1.347
H 1.8675 -0.9325 -2.4994 0.208 -0.894 0.307
H 2.9250 -1.8716 -3.2216 -0.324 0.156 0.161
O 2.3903 -1.0724 -3.2959 -0.224 0.399 -0.392
```
Positions in Å, forces in eV/Å.

Calculated values
HOMO: -11.4058 eV
total charge: +1
HOMO-LUMO gap: 8.65 eV
energy relative to the best compared isomer or geometry (same formula, charge and spin): 105.7 kcal per mole

Results of the Löwdin charge analysis, in e, for atoms 1 through 6:
1. N 0.19
2. C -0.17
3. C -0.19
4. N -0.11
5. C -0.15
6. C -0.22